No. 1
Below is 2 unconnected molecules or ions with the total composition C4H13NO2, with properties calculated with ωB97M-V/def2-TZVPD.

Results
Gap between HOMO and LUMO, eV: 9.48
Energy above the lowest of the compared OMol25 structures with the same formula, charge and spin, eV: 2.840
HOMO, eV: -9.2
E_LUMO, eV: 0.32
SMILES string: C[C@H](O)[C@@H](C)N.O
Electronic energy, Ha: -365.33813

The geometry in XYZ format:
```
20
Properties=species:S:1:pos:R:3:lowdin_charge:R:1
C 0.8932 -1.4567 -1.6319 -0.060
C 0.4967 -0.7291 -0.4006 -0.437
O -0.9137 -0.9435 -0.2801 -0.123
C 0.6436 0.8174 -0.5158 -0.325
C -0.7149 1.2839 -1.0773 -0.079
N 1.1567 1.3331 0.8603 0.033
H 0.2751 -2.2710 -1.8906 0.059
H 2.0820 -1.6575 -1.6339 0.139
H 0.7306 -0.8173 -2.4911 0.067
H 1.1375 -1.0596 0.4695 0.142
H -1.2476 -0.6566 0.6025 0.065
H 1.4047 1.1246 -1.2873 0.140
H -0.8249 2.2658 -0.6979 0.053
H -1.7903 0.7875 -0.9809 0.130
H -0.7675 1.3610 -2.1215 0.048
H 0.3071 1.2495 1.5254 0.074
H 1.6503 0.5873 1.2198 -0.004
O -1.0490 -0.2007 2.4979 0.051
H -1.5151 -0.9384 2.6132 -0.005
H -1.7492 0.3523 2.6617 0.030
```

=====

No. 2
Below is a molecular structure, C25H16F6N5O10STi, with properties calculated with ωB97M-V/def2-TZVPD.

Results
Gap between HOMO and LUMO, eV: 7.51
Charge: +1
HOMO, eV: -11.9
E_LUMO, eV: -4.41
Electronic energy, Ha: -3835.01780

The geometry in XYZ format:
```
64
Properties=species:S:1:pos:R:3:lowdin_charge:R:1
Ti -0.1120 -0.7184 -0.4474 1.188
O 3.1821 -2.3511 -1.4380 -0.209
S 2.4217 -1.1591 -1.3004 0.715
O 1.0890 -1.0898 -2.0321 -0.352
N 1.7769 -0.8717 0.1150 -0.208
C 2.1628 -1.0104 1.4537 -0.207
C 3.4136 -1.0999 1.9880 0.030
C 3.5500 -1.1977 3.3964 -0.036
C 2.4653 -1.1962 4.2252 -0.004
C 1.1571 -1.1052 3.6828 -0.126
C -0.0343 -1.0975 4.4371 0.046
C -1.2467 -1.0213 3.8018 0.000
C -1.2854 -0.9550 2.4022 -0.071
N -0.1863 -0.9436 1.6724 0.030
C 1.0247 -1.0146 2.2929 -0.148
C 3.3647 0.2086 -1.8289 -0.281
C 4.7411 0.0403 -1.9385 -0.039
C 5.5128 1.1295 -2.3163 -0.045
C 4.9088 2.3486 -2.5823 -0.042
C 3.5305 2.4963 -2.4753 -0.045
C 2.7458 1.4244 -2.0927 -0.040
H 4.2918 -1.1012 1.3568 0.124
H 4.5454 -1.2718 3.8112 0.118
H 2.5892 -1.2663 5.2971 0.125
H 0.0175 -1.1594 5.5168 0.134
H -2.1748 -1.0218 4.3535 0.122
H -2.2258 -0.9265 1.8656 0.125
H 5.1902 -0.9239 -1.7499 0.119
H 6.5840 1.0198 -2.4104 0.118
H 5.5140 3.1926 -2.8840 0.118
H 3.0696 3.4489 -2.6967 0.117
H 1.6713 1.5289 -2.0195 0.109
O -5.2136 4.9266 -1.3655 0.112
N -4.3986 5.0050 -0.4740 -0.346
O -4.2984 5.9029 0.3319 0.111
C -3.3654 3.9474 -0.4226 -0.094
C -3.4143 2.9240 -1.3485 0.113
C -2.4301 1.9544 -1.2972 -0.025
C -1.4168 1.9621 -0.3237 -0.182
O -0.4606 1.0490 -0.2907 -0.139
C -1.4452 3.0130 0.6037 -0.029
C -2.3907 4.0180 0.5513 0.112
N -0.4600 3.0736 1.6996 -0.326
O -0.1085 4.1746 2.0508 0.131
O -0.0834 2.0193 2.1741 0.105
N -2.4856 0.9027 -2.3321 -0.310
O -1.4460 0.3428 -2.6503 0.062
O -3.5643 0.6666 -2.8124 0.147
H -4.1894 2.8843 -2.0994 0.146
H -2.3719 4.8322 1.2614 0.147
C -1.8545 -3.1366 -2.5004 0.053
C -2.0353 -2.9064 -1.0091 -0.362
O -1.6767 -1.5985 -0.6593 -0.182
C -1.0970 -3.8260 -0.2009 -0.542
F -1.3864 -3.8484 1.0978 0.192
F 0.1654 -3.2940 -0.3075 0.111
F -1.0425 -5.0653 -0.6495 0.213
C -3.5025 -3.1230 -0.5746 -0.566
F -4.3428 -2.5683 -1.4446 0.185
F -3.7761 -4.4275 -0.4966 0.190
F -3.7359 -2.5710 0.6232 0.164
H -0.8070 -3.0067 -2.7708 0.103
H -2.4558 -2.4169 -3.0504 0.105
H -2.1649 -4.1454 -2.7697 0.116
```

=====

No. 3
Below is a molecular structure, C4H9NOS, with properties calculated with ωB97M-V/def2-TZVPD.

Results
Gap between HOMO and LUMO, eV: 9.77
Energy above the lowest of the compared OMol25 structures with the same formula, charge and spin, eV: 4.353
HOMO, eV: -9.1
E_LUMO, eV: 0.63
Electronic energy, Ha: -685.85900

The geometry in XYZ format:
```
16
Properties=species:S:1:pos:R:3:lowdin_charge:R:1
C -0.1180 -0.1892 -0.3912 -0.559
C 0.6887 -2.3742 -1.1382 -0.053
C -0.0630 0.0220 2.2517 -0.264
C -0.5840 2.5037 -0.9779 -0.378
N -0.0374 -1.4018 -0.2362 0.003
O -0.5531 0.6087 1.1881 -0.248
S -0.0866 0.9367 -1.6395 0.948
H 0.9095 -3.2588 -0.6761 0.032
H 1.5668 -2.0126 -1.4913 0.034
H -0.0789 -2.6116 -2.0190 0.132
H -0.8137 -0.0610 2.9930 0.065
H 0.7684 0.5310 2.7263 0.077
H 0.1270 -1.0515 1.9390 0.088
H -0.6573 2.2299 0.1201 0.051
H -1.3396 2.9256 -1.6191 0.031
H 0.2711 3.2032 -1.0295 0.042
```

=====

No. 4
Below is a single C3H6N2O2 molecule, with properties calculated with ωB97M-V/def2-TZVPD.

Results
Gap between HOMO and LUMO, eV: 10.59
Energy above the lowest of the compared OMol25 structures with the same formula, charge and spin, eV: 1.248
HOMO, eV: -9.8
E_LUMO, eV: 0.80
SMILES string: [H]/N=C/OCC(N)=O
Electronic energy, Ha: -377.91349

The geometry in XYZ format:
```
13
Properties=species:S:1:pos:R:3:lowdin_charge:R:1
H -2.8057 0.1998 -0.2193 0.059
N -1.7971 0.2809 -0.1583 0.097
C -1.4086 0.0150 1.0220 -0.303
O -0.1394 0.0631 1.4126 -0.041
C 0.8442 0.6672 0.5606 -0.084
C 1.4585 -0.2401 -0.5073 -0.520
N 0.5777 -0.8966 -1.2965 0.171
O 2.6706 -0.3153 -0.6179 0.049
H -2.0551 -0.2811 1.8525 0.139
H 0.4260 1.5743 0.1046 0.134
H 1.6551 0.9200 1.2367 0.129
H 0.9709 -1.3748 -2.0895 0.111
H -0.3971 -0.6124 -1.3002 0.059
```

=====

> Among the records above, which one has the lowest gap between HOMO and LUMO?

C25H16F6N5O10STi

=====

> Number 4 is which compound?

C3H6N2O2

=====

> Among the records above, which one has the lowest electronic energy?

C25H16F6N5O10STi

=====

> The highest E_LUMO belongs to which entry?

C3H6N2O2